{"formula": "C5H12NO", "method": "ωB97M-V with the def2-TZVPD basis set", "symbols": ["C", "O", "C", "C", "C", "C", "N", "H", "H", "H", "H", "H", "H", "H", "H", "H", "H", "H", "H"], "coordinates": [[1.57592, 1.04858, 0.87776], [2.86260, 1.23706, 0.58631], [0.84324, -0.08382, 0.03350], [-0.51103, 0.33040, -0.52470], [-1.56558, 0.35080, 0.67696], [-1.05468, -0.49496, -1.67188], [0.77761, -1.49688, 0.44540], [1.43484, 0.66106, 1.94327], [0.93407, 1.95200, 0.79704], [1.56507, -0.00417, -0.81271], [-0.38992, 1.36802, -0.83785], [-2.50506, 0.77565, 0.36028], [-1.71230, -0.71186, 0.85982], [-1.05936, 0.87819, 1.48585], [-0.35025, -1.27474, -1.99218], [-1.31994, 0.10941, -2.54512], [-1.90323, -1.11967, -1.36302], [0.79132, -1.46414, 1.46803], [1.58669, -2.06092, 0.21325]], "e_above_lowest_kcal_mol": 17.9, "smiles": "CC(C)[C@H](N)C[O-]", "total_energy_ev": -8916.2866, "charge": -1, "multiplicity": 1}